C28H56Cl34NO3PS2 | the ωB97M-V functional and the def2-TZVPD basis

The geometry in XYZ format:
```
125
Properties=species:S:1:pos:R:3
C 2.31 4.01 5.24
C 1.07 3.24 5.92
S 1.32 1.42 6.00
C -0.16 0.47 5.43
C -1.15 1.28 4.48
C -0.55 2.14 3.25
O 0.35 1.89 2.44
N -1.35 3.38 3.23
C -2.60 3.17 4.07
P -3.44 4.81 4.45
C -2.93 5.56 6.10
C -5.30 4.44 4.68
C -6.04 5.61 3.85
C -2.45 1.99 5.13
S -2.05 2.34 6.91
C -3.67 0.92 5.25
O -4.08 0.83 6.65
O -5.43 1.16 6.74
H 2.01 5.06 5.00
H 3.11 4.06 6.05
H 2.68 3.50 4.31
H 0.08 3.57 5.48
H 1.06 3.61 6.99
H 0.25 -0.39 4.78
H -0.70 -0.06 6.27
H -1.65 0.43 3.90
H -1.78 3.28 2.30
H -3.32 2.71 3.31
H -1.81 5.48 6.24
H -3.46 5.01 6.94
H -3.24 6.64 6.21
H -5.62 4.57 5.75
H -5.61 3.47 4.21
H -7.14 5.68 4.10
H -5.84 5.50 2.74
H -5.50 6.57 4.14
H -1.34 3.51 7.02
H -4.53 1.28 4.62
H -3.35 -0.12 4.97
H -5.89 0.33 6.95
C -0.65 7.29 8.65
Cl -1.65 6.83 10.03
Cl -0.08 5.86 7.77
H -1.24 7.90 7.97
H 0.21 7.85 9.00
C 0.65 -1.27 0.65
Cl 1.38 -1.94 -0.82
Cl 1.12 -2.18 2.08
H 0.98 -0.24 0.77
H -0.43 -1.29 0.55
C 1.58 -4.70 -3.59
Cl 0.92 -5.06 -5.20
Cl 3.31 -4.37 -3.66
H 1.07 -3.83 -3.19
H 1.41 -5.56 -2.95
C -0.15 -5.15 -0.11
Cl -1.13 -5.67 1.26
Cl 0.40 -6.52 -1.07
H -0.76 -4.49 -0.74
H 0.72 -4.61 0.26
C -1.96 -3.72 -3.27
Cl -3.13 -2.93 -4.32
Cl -1.60 -2.72 -1.85
H -2.37 -4.67 -2.93
H -1.04 -3.88 -3.82
C 3.80 -5.07 -7.53
Cl 4.03 -5.32 -9.26
Cl 4.71 -6.25 -6.58
H 4.15 -4.07 -7.27
H 2.75 -5.17 -7.29
C -8.38 8.01 1.49
Cl -6.74 7.67 0.92
Cl -8.79 7.01 2.89
H -8.44 9.06 1.78
H -9.08 7.81 0.69
C 2.97 0.82 -2.32
Cl 2.26 0.46 -3.90
Cl 4.71 1.08 -2.45
H 2.50 1.72 -1.92
H 2.79 -0.02 -1.65
C 5.83 -4.78 -0.72
Cl 4.41 -3.82 -0.31
Cl 5.82 -5.26 -2.43
H 6.73 -4.19 -0.53
H 5.85 -5.68 -0.11
C -4.98 6.53 -2.37
Cl -6.65 6.15 -2.82
Cl -4.57 5.88 -0.78
H -4.31 6.10 -3.11
H -4.86 7.61 -2.35
C 6.85 1.74 0.51
Cl 8.33 2.56 0.00
Cl 7.21 0.28 1.44
H 6.27 2.42 1.13
H 6.28 1.47 -0.37
C -4.28 3.50 -5.05
Cl -2.97 2.67 -5.89
Cl -4.35 5.21 -5.48
H -5.23 3.03 -5.32
H -4.13 3.41 -3.97
C 6.24 -0.69 -5.37
Cl 7.71 -0.10 -6.15
Cl 5.33 -1.76 -6.46
H 6.51 -1.25 -4.48
H 5.61 0.16 -5.11
C 4.23 -9.49 -5.09
Cl 4.16 -9.73 -3.34
Cl 2.97 -10.41 -5.92
H 4.10 -8.43 -5.31
H 5.21 -9.82 -5.46
C 5.47 0.83 -9.24
Cl 4.10 1.86 -8.81
Cl 5.38 0.31 -10.93
H 6.39 1.38 -9.09
H 5.46 -0.05 -8.60
C -5.80 -5.59 -5.94
Cl -6.51 -5.07 -4.41
Cl -4.23 -6.35 -5.69
H -6.46 -6.30 -6.42
H -5.67 -4.71 -6.57
C 5.92 -12.01 -0.88
Cl 4.93 -12.57 0.47
Cl 6.51 -13.36 -1.85
H 5.32 -11.36 -1.51
H 6.77 -11.45 -0.49
```

Output
Total charge = 0

C10H15N6O2PS | the ωB97M-V functional and the def2-TZVPD basis

The geometry in XYZ format:
```
35
Properties=species:S:1:pos:R:3
S 0.76 -5.32 0.25
P 1.00 -3.74 -0.86
C -0.18 -2.38 -0.86
C 0.33 -1.11 -0.85
C -0.51 0.03 -0.83
C -1.86 -0.13 -0.78
C -2.42 -1.42 -0.81
N -3.78 -1.55 -0.80
C -4.25 -2.76 -0.86
C -3.40 -3.90 -0.95
N -2.11 -3.81 -0.95
C -1.58 -2.56 -0.86
H 2.17 -3.04 -0.53
H 1.21 -4.00 -2.22
H 1.40 -0.95 -0.86
H -0.07 1.01 -0.83
H -2.51 0.73 -0.74
H -5.33 -2.89 -0.87
H -3.85 -4.89 -1.02
C -1.03 3.17 1.48
O -1.52 2.78 0.44
N -1.52 4.23 2.18
N 0.07 2.55 2.04
H -1.13 4.56 3.04
H -2.32 4.70 1.80
H 0.43 1.74 1.56
H 0.49 2.84 2.90
C 3.55 1.80 -0.17
O 2.64 1.30 -0.82
N 3.32 2.61 0.91
N 4.86 1.59 -0.49
H 4.05 3.02 1.46
H 2.36 2.78 1.14
H 5.06 1.01 -1.28
H 5.63 1.99 0.03
```

Output
Total charge = 0

C12H17N | the ωB97M-V functional and the def2-TZVPD basis

The geometry in XYZ format:
```
30
Properties=species:S:1:pos:R:3
C 1.35 0.37 -2.46
C 1.52 1.42 1.13
C 1.92 0.48 0.13
C 1.43 1.02 -1.11
C 1.01 2.29 -0.87
C 1.69 1.14 2.48
C 2.33 -0.04 2.84
C 2.58 -1.03 1.89
C 2.40 -0.75 0.55
N 1.12 2.57 0.51
H 1.46 1.90 3.22
H 2.60 -0.16 3.88
H 0.43 3.23 0.84
H 3.01 -1.97 2.18
H 0.54 2.95 -1.57
H 2.53 -1.59 -0.13
H 0.69 0.94 -3.10
H 1.11 -0.69 -2.36
H 2.34 0.34 -2.93
C -3.24 -1.72 -0.27
C -3.37 -0.32 0.34
C -2.29 -1.63 -1.45
H -2.75 -2.30 0.52
H -4.26 -2.04 -0.44
H -3.42 0.47 -0.41
H -2.06 -2.55 -1.98
H -2.72 -0.98 -2.21
H -2.46 0.03 0.86
H -4.14 -0.14 1.08
H -1.33 -1.24 -1.13
```

Output
ΔE to the lowest compared entry with this formula, charge and spin = 72.3 kJ/mol
Total charge = 0

C32H28BrN5O3RhS | the ωB97M-V functional and the def2-TZVPD basis

The geometry in XYZ format:
```
71
Properties=species:S:1:pos:R:3
Rh 0.32 0.52 -2.30
O 0.82 3.29 1.21
C -0.20 2.52 1.66
C -0.33 2.34 3.03
C -1.38 1.57 3.52
C -2.29 0.98 2.66
C -2.18 1.20 1.29
C -1.14 1.96 0.78
C -1.04 2.35 -0.69
O 0.26 2.12 -1.23
N -2.03 1.67 -1.51
N -1.59 0.51 -2.08
C -2.39 -0.34 -2.61
C -1.95 -1.43 -3.43
Br -0.05 -1.61 -3.64
C -2.76 -2.25 -4.12
C -4.22 -2.26 -4.01
C -4.98 -2.26 -5.18
C -6.36 -2.23 -5.10
C -6.99 -2.23 -3.86
C -6.24 -2.27 -2.70
C -4.86 -2.27 -2.76
H 0.97 3.09 0.27
H 0.38 2.80 3.69
H -1.47 1.43 4.59
H -3.10 0.39 3.05
H -2.92 0.79 0.62
H -1.23 3.42 -0.79
H -2.76 2.16 -2.01
H -3.46 -0.17 -2.51
H -2.31 -2.92 -4.84
H -4.49 -2.25 -6.14
H -6.95 -2.21 -6.01
H -8.07 -2.22 -3.81
H -6.73 -2.30 -1.73
H -4.27 -2.34 -1.86
N -3.54 0.05 -5.18
C -2.91 1.00 -5.06
N -2.14 2.09 -4.90
C -0.99 1.81 -4.45
N 0.06 1.51 -4.00
O 0.72 -0.62 -0.63
S 1.66 0.00 0.44
C 0.98 -0.71 1.95
C 1.90 -0.56 3.13
C 2.24 -1.68 3.87
C 3.09 -1.56 4.97
C 3.61 -0.32 5.31
C 3.28 0.80 4.56
C 2.42 0.69 3.48
C 3.18 -0.97 0.25
C 4.36 -0.33 0.93
C 5.09 -1.04 1.88
C 6.18 -0.46 2.50
C 6.55 0.84 2.18
C 5.83 1.55 1.23
C 4.74 0.97 0.61
H 0.80 -1.76 1.71
H 0.03 -0.21 2.09
H 1.84 -2.65 3.60
H 3.34 -2.43 5.55
H 4.28 -0.23 6.15
H 3.69 1.77 4.81
H 2.17 1.57 2.89
H 3.31 -1.01 -0.83
H 2.97 -1.98 0.61
H 4.79 -2.05 2.14
H 6.74 -1.02 3.24
H 7.40 1.29 2.67
H 6.12 2.56 0.98
H 4.19 1.53 -0.13
```

Output
ΔE to the lowest compared entry with this formula, charge and spin = 24.3 kJ/mol
Total charge = +1

no.,HOMO-LUMO gap (eV)
1,8.01
2,8.01
3,8.78
4,6.67